Molecular formula: C16H15BrN2O3S
Method: DFT, the ωB97M-V functional and the def2-TZVPD basis

Output
- Kohn-Sham gap: 7.79 eV
- Highest occupied orbital energy: -8.4 eV
- Structure (SMILES): CCOC(=O)Cc1csc(NC(=O)/C=C/c2cccc(Br)c2)n1
- E: -106836.5086 eV
- LUMO level: -0.597 eV

The geometry in XYZ format:
```
38
Properties=species:S:1:pos:R:3:forces:R:3
C 0.690 5.349 -2.490 -0.02 -0.30 -0.28
C 0.368 4.781 -3.865 0.15 0.52 0.06
O 0.519 3.360 -3.886 -0.36 -0.16 0.07
C 1.752 2.881 -4.042 0.12 -0.40 -0.25
O 2.729 3.558 -4.223 0.14 0.14 -0.01
C 1.763 1.369 -3.918 0.04 0.27 0.00
C 1.975 1.042 -2.470 0.61 0.21 0.23
C 3.040 1.426 -1.713 -0.28 -0.21 0.03
S 2.881 0.870 -0.087 -0.21 0.11 -0.72
C 1.367 0.156 -0.568 0.96 0.48 0.06
N 0.600 -0.543 0.325 -0.32 -0.25 0.21
C 0.976 -0.692 1.635 -0.15 -0.01 -0.32
O 2.008 -0.191 2.044 -0.17 -0.16 0.32
C 0.078 -1.471 2.498 -0.33 -0.41 0.15
C -0.834 -2.359 2.086 0.55 0.51 -0.08
C -1.692 -3.162 2.941 -0.44 -0.39 0.37
C -1.783 -2.981 4.324 0.03 0.00 -0.17
C -2.618 -3.777 5.085 0.05 0.03 0.00
C -3.381 -4.771 4.495 -0.05 -0.09 -0.18
C -3.295 -4.948 3.124 -0.20 -0.22 0.00
Br -4.341 -6.307 2.288 0.16 0.20 0.12
C -2.469 -4.161 2.347 0.09 0.10 0.06
N 1.031 0.325 -1.803 -0.67 -0.45 0.12
H 0.503 6.419 -2.483 -0.02 0.13 0.03
H 0.071 4.873 -1.733 -0.06 0.01 0.08
H 1.736 5.172 -2.252 0.06 0.03 0.04
H -0.675 4.959 -4.132 0.14 -0.04 -0.01
H 1.030 5.218 -4.620 -0.18 -0.06 0.07
H 2.577 0.971 -4.523 -0.09 0.08 -0.04
H 0.806 0.958 -4.232 0.07 -0.01 -0.03
H 3.887 2.000 -2.026 0.22 0.17 -0.10
H -0.274 -0.905 -0.026 0.09 0.08 0.08
H 0.273 -1.313 3.548 0.00 0.01 0.08
H -0.961 -2.553 1.027 0.04 0.02 -0.11
H -1.205 -2.210 4.805 0.06 0.09 0.07
H -2.679 -3.625 6.152 0.00 0.02 0.09
H -4.033 -5.394 5.087 -0.05 -0.05 0.03
H -2.421 -4.322 1.280 0.00 0.00 -0.09
```
Positions in Å, forces in eV/Å.

Löwdin atomic charges, in units of e: atom 1 (C): -0.0601, atom 2 (C): -0.2135, atom 3 (O): 0.0010, atom 4 (C): -0.5082, atom 5 (O): 0.1109, atom 6 (C): -0.0270, atom 7 (C): -0.3905, atom 8 (C): -0.3359, atom 9 (S): 1.1153, atom 10 (C): -0.5727, atom 11 (N): 0.1130, atom 12 (C): -0.4766, atom 13 (O): -0.0134, atom 14 (C): 0.0207, atom 15 (C): -0.0247, atom 16 (C): -0.2124, atom 17 (C): -0.0233, atom 18 (C): -0.0664, atom 19 (C): -0.1219, atom 20 (C): -0.6684, atom 21 (Br): 0.7309, atom 22 (C): -0.0811, atom 23 (N): 0.1053, atom 24 (H): 0.0764, atom 25 (H): 0.0787, atom 26 (H): 0.0755, atom 27 (H): 0.1220, atom 28 (H): 0.1212, atom 29 (H): 0.1310, atom 30 (H): 0.1229, atom 31 (H): 0.0744, atom 32 (H): 0.1447, atom 33 (H): 0.1145, atom 34 (H): 0.1118, atom 35 (H): 0.1074, atom 36 (H): 0.1095, atom 37 (H): 0.1018, atom 38 (H): 0.1070

Molecular formula: C16H15ClIrN4O3S
Method: DFT, the ωB97M-V functional and the def2-TZVPD basis

Output
- Kohn-Sham gap: 5.42 eV
- Net charge: +1
- Highest occupied orbital energy: -11.0 eV
- E: -55128.8513 eV
- LUMO level: -5.592 eV

The geometry in XYZ format:
```
41
Properties=species:S:1:pos:R:3:forces:R:3
Ir 1.482 -1.767 -0.315 -0.27 0.63 0.15
N 4.062 -4.447 1.713 0.01 0.05 0.02
C 3.025 -3.763 1.240 0.01 -0.03 0.02
S 3.145 -3.135 -0.448 -0.32 -0.29 0.33
N 1.934 -3.636 1.938 0.08 0.07 -0.02
N 1.004 -2.888 1.271 0.74 -0.35 -0.27
C -0.208 -2.862 1.692 -0.15 -0.03 0.00
C -1.117 -2.100 0.871 -0.07 0.18 -0.07
C -2.475 -1.976 1.102 0.00 -0.01 0.01
C -3.235 -1.234 0.213 0.00 0.04 -0.04
C -2.623 -0.644 -0.884 -0.07 -0.01 0.05
C -1.265 -0.800 -1.070 0.10 -0.14 0.14
N -0.529 -1.510 -0.201 -0.19 0.09 -0.32
H 4.917 -4.533 1.192 -0.01 -0.01 -0.01
H 4.025 -4.814 2.651 0.01 -0.01 -0.01
H -0.509 -3.417 2.570 0.05 -0.01 0.01
H -2.918 -2.459 1.961 0.00 0.01 0.01
H -4.298 -1.116 0.376 0.01 0.00 0.00
H -3.186 -0.048 -1.588 -0.01 0.00 0.00
H -0.724 -0.344 -1.887 -0.02 0.02 0.01
C -1.784 2.999 -2.315 0.00 -0.05 0.03
C -1.276 2.734 -0.925 -0.07 0.03 -0.08
C -2.123 2.731 0.170 -0.04 -0.01 0.00
C -1.634 2.482 1.447 -0.05 0.00 0.00
Cl -2.734 2.455 2.792 0.02 -0.02 -0.03
C -0.288 2.267 1.652 0.08 -0.04 0.01
C 0.581 2.272 0.564 -0.05 0.00 0.05
C 0.084 2.484 -0.712 0.11 -0.04 -0.17
O 0.844 2.444 -1.853 0.02 0.08 0.11
C 2.214 2.132 -1.737 -0.27 -0.10 0.07
C 2.471 0.772 -1.103 0.29 -0.04 -0.15
O 3.486 0.490 -0.526 -0.07 0.01 -0.06
O 1.463 -0.100 -1.294 0.02 -0.15 0.02
H -2.845 3.242 -2.299 0.01 0.00 0.01
H -1.633 2.135 -2.968 0.01 0.01 0.03
H -1.245 3.826 -2.776 0.00 0.02 0.00
H -3.179 2.929 0.034 0.01 0.00 0.00
H 0.090 2.100 2.651 0.01 0.01 0.01
H 1.636 2.115 0.742 0.01 0.04 0.03
H 2.779 2.879 -1.178 -0.04 0.04 0.06
H 2.587 2.106 -2.761 0.10 -0.02 0.05
```
Positions in Å, forces in eV/Å.

Löwdin atomic charges, in units of e: atom 1 (Ir): 1.1714, atom 2 (N): 0.1307, atom 3 (C): -0.7343, atom 4 (S): 0.7032, atom 5 (N): 0.0278, atom 6 (N): -0.2331, atom 7 (C): -0.0176, atom 8 (C): -0.2313, atom 9 (C): 0.0254, atom 10 (C): -0.0011, atom 11 (C): -0.0060, atom 12 (C): -0.0670, atom 13 (N): -0.0638, atom 14 (H): 0.1093, atom 15 (H): 0.1282, atom 16 (H): 0.1522, atom 17 (H): 0.1325, atom 18 (H): 0.1289, atom 19 (H): 0.1255, atom 20 (H): 0.1208, atom 21 (C): -0.0205, atom 22 (C): -0.2067, atom 23 (C): -0.0720, atom 24 (C): -0.6737, atom 25 (Cl): 0.6692, atom 26 (C): -0.0929, atom 27 (C): -0.0037, atom 28 (C): -0.2360, atom 29 (O): -0.0299, atom 30 (C): -0.0754, atom 31 (C): -0.5838, atom 32 (O): 0.0838, atom 33 (O): -0.2671, atom 34 (H): 0.0841, atom 35 (H): 0.0825, atom 36 (H): 0.0928, atom 37 (H): 0.1169, atom 38 (H): 0.1114, atom 39 (H): 0.1174, atom 40 (H): 0.1486, atom 41 (H): 0.1535

Q: The lowest Kohn-Sham gap belongs to which entry?
A: C16H15ClIrN4O3S

Q: LUMO level of number 2 (C16H15ClIrN4O3S)?
A: -5.592 eV

Q: E of number 1 (C16H15BrN2O3S)?
A: -106836.5086 eV